Molecular formula: C6H11I
Method: DFT, ωB97M-V with the def2-TZVPD basis set

Results
- DFT total energy: -532.70345 Ha
- Energy above the lowest of the compared OMol25 structures with the same formula, charge and spin: 87.90 kcal per mole
- HOMO-LUMO gap (spin up / spin down): 8.8 / 7.9 eV

The geometry in XYZ format:
```
18
Properties=species:S:1:pos:R:3:forces:R:3
C -0.987700 1.600778 -0.245584 -2.85 -0.65 1.97
C 0.058938 1.030344 -0.703292 -1.05 -1.99 2.60
C -1.569728 2.928015 -0.746550 2.51 -0.57 1.30
C -0.470334 -1.898018 0.464424 -0.61 0.91 -3.13
C 2.104990 -1.729379 0.231576 0.75 0.94 -2.77
C 0.845602 -1.233013 0.808046 -1.50 0.52 -0.14
I 0.782292 -0.593777 2.788876 0.35 0.22 0.11
H -1.593088 1.040217 0.557847 0.87 0.98 -0.92
H 0.697646 1.333745 -1.393449 3.10 0.95 -3.03
H -1.115378 3.688993 -0.031900 -1.13 -0.50 -1.00
H -1.072602 3.013648 -1.714012 -0.72 0.71 -0.18
H -2.640537 2.851328 -0.731674 -0.37 0.50 -0.26
H -0.624631 -2.871914 0.889716 -0.36 -0.18 1.31
H -1.386595 -1.169434 0.465865 1.71 -1.60 0.55
H -0.421260 -2.267471 -0.618573 0.11 0.95 0.91
H 2.463834 -2.604368 0.679693 0.44 -1.52 1.14
H 3.012551 -1.069041 0.137062 -1.21 -0.08 0.54
H 1.916002 -2.050655 -0.838069 -0.04 0.42 0.99
```
Forces are in eV/Å.

***

Molecular formula: C6H11IO2S
Method: DFT, ωB97M-V with the def2-TZVPD basis set

Results
- Structure (SMILES): C=C(C)I.O=CSCCO
- DFT total energy: -1081.48957 Ha
- Energy above the lowest of the compared OMol25 structures with the same formula, charge and spin: 2.18 kcal per mole
- HOMO-LUMO gap: 9.2 eV

The geometry in XYZ format:
```
21
Properties=species:S:1:pos:R:3:forces:R:3
C 1.214412 -1.415954 -1.257707 0.28 2.03 1.08
C -0.395161 2.269019 -2.111806 0.06 0.60 2.94
C -1.825066 0.697351 -0.874769 -0.44 -1.41 -0.25
C 0.027303 -1.165842 2.024551 2.05 0.26 -0.32
C 1.210440 -0.506523 1.316082 1.02 -1.70 0.52
C -0.936078 1.820566 -0.958046 2.35 1.79 -1.89
O 0.832947 -0.272386 -1.475840 0.33 -2.70 -0.48
O 0.510839 -2.301883 2.768417 -2.21 1.44 0.43
S 2.002791 -1.788546 0.308527 -0.18 -0.10 -1.12
I -0.558440 2.940859 0.793570 -0.20 -0.14 -0.04
H 1.195242 -2.304355 -1.897675 -0.18 0.31 -0.54
H -0.458421 1.681451 -3.000751 -0.02 -0.02 -0.51
H 0.215167 3.167054 -1.973278 -0.16 -0.33 -0.94
H -2.728557 1.293197 -0.746327 -0.99 -1.10 0.25
H -1.601407 0.009947 0.020645 -0.64 0.91 -1.69
H -1.792300 0.227921 -1.934375 -0.35 0.22 2.08
H -0.811199 -1.209821 1.327348 0.00 -1.29 0.02
H -0.242623 -0.394117 2.679691 -0.77 0.68 1.70
H 2.034461 -0.319972 2.017178 -0.59 0.53 0.14
H 0.960155 0.337600 0.721977 -0.04 0.70 -0.44
H 1.145493 -2.765566 2.252591 0.65 -0.67 -0.94
```
Forces are in eV/Å.

***

Molecular formula: C6H11IO3
Method: DFT, ωB97M-V with the def2-TZVPD basis set

Results
- Structure (SMILES): C=CCCC(O)(O)[C@H](O)I
- DFT total energy: -758.53837 Ha
- Energy above the lowest of the compared OMol25 structures with the same formula, charge and spin: 33.55 kcal per mole
- HOMO-LUMO gap: 9.4 eV

The geometry in XYZ format:
```
21
Properties=species:S:1:pos:R:3:forces:R:3
C 0.910197 -1.200550 0.776186 1.51 2.07 -1.83
C -0.172076 -1.608342 1.620158 -0.97 0.57 -0.68
C 0.641410 -0.868359 -0.702888 -1.47 1.15 0.89
C -1.455811 -1.395152 1.405022 -1.28 -1.14 1.68
C 0.523194 0.693711 -0.935544 -1.83 1.02 -2.77
C -0.650724 1.405714 -0.102127 2.98 -0.55 1.22
O 0.307448 0.786885 -2.401378 -0.15 0.75 0.81
O 1.619784 1.459850 -0.610115 -0.47 0.01 0.78
O -1.919478 1.342329 -0.509803 -1.48 -1.37 0.99
I -0.371882 3.637828 0.469750 0.26 -0.92 -0.50
H 1.269126 -0.219716 1.159091 0.37 -0.57 0.30
H 1.778585 -1.836102 0.731617 0.17 -0.57 0.75
H -0.288157 0.929140 0.944202 -2.37 1.25 -1.89
H 0.107624 -1.901507 2.587833 0.28 -1.03 1.14
H 1.490756 -1.211667 -1.211435 1.36 -0.02 -1.15
H -0.177674 -1.456179 -1.159916 0.01 0.73 0.39
H -2.063921 -0.889505 0.673135 0.60 -0.11 -0.69
H -2.041072 -1.849146 2.212113 -0.33 0.57 -0.20
H 0.354740 1.728075 -2.724187 0.06 -1.21 0.94
H 2.401489 0.979369 -0.810170 1.26 -0.69 -0.38
H -2.263557 1.473326 -1.411543 1.52 0.05 0.21
```
Forces are in eV/Å.

***

Molecular formula: C6H11IO3
Method: DFT, ωB97M-V with the def2-TZVPD basis set

Results
- Structure (SMILES): OC1(O)CCCC[C@@]1(O)I
- DFT total energy: -758.57285 Ha
- Energy above the lowest of the compared OMol25 structures with the same formula, charge and spin: 11.91 kcal per mole
- HOMO-LUMO gap: 9.9 eV

The geometry in XYZ format:
```
21
Properties=species:S:1:pos:R:3:forces:R:3
C 0.792846 -1.240293 -1.049434 2.23 3.47 2.38
C 0.804647 -1.624391 0.480029 -2.26 -3.54 -2.32
C -0.433435 -0.326242 -1.300914 1.81 0.27 -3.92
C 0.621287 -0.516178 1.429826 -1.48 2.21 2.68
C -0.352711 1.040697 -0.616293 -2.98 -2.37 1.93
C -0.464425 0.797366 0.949338 2.33 -3.67 0.64
O -1.570566 1.737866 -0.878314 0.89 0.28 -0.81
O 0.777003 1.669228 -0.945390 0.45 -0.17 -1.84
O -1.695062 0.333557 1.298826 -0.52 0.22 0.50
I 0.162533 2.433200 2.288953 -0.15 0.04 -0.50
H 1.748232 -0.547562 -1.156266 -1.73 -1.49 -0.35
H 0.919845 -2.133365 -1.613493 -0.27 -0.42 -0.78
H -0.050784 -2.465190 0.486936 1.37 1.91 0.62
H 1.693192 -2.238216 0.704862 -0.10 0.53 0.02
H -0.474544 -0.021088 -2.494789 0.16 -0.82 2.70
H -1.310802 -0.892053 -1.137596 -1.21 -0.11 0.56
H 0.254376 -0.905641 2.532226 0.62 1.16 -2.86
H 1.600218 -0.046805 1.625996 -0.39 0.00 -0.19
H -1.587965 1.777228 -1.845581 -0.39 0.28 0.11
H 0.883650 2.098779 -0.134986 1.68 2.33 1.80
H -2.317534 1.069105 1.376062 -0.06 -0.09 -0.39
```
Forces are in eV/Å.

***

Molecular formula: C6H11ISi
Method: DFT, ωB97M-V with the def2-TZVPD basis set

Results
- Structure (SMILES): C#C[C@@H](I)[Si](C)(C)C
- DFT total energy: -822.32406 Ha
- Energy above the lowest of the compared OMol25 structures with the same formula, charge and spin: 10.06 kcal per mole
- HOMO-LUMO gap: 8.9 eV

The geometry in XYZ format:
```
19
Properties=species:S:1:pos:R:3:forces:R:3
C 1.398151 3.060408 0.448473 0.31 1.83 0.47
C 1.417834 2.008557 -0.133982 -0.52 -0.18 0.53
C -2.005461 0.229000 -0.708785 2.95 2.67 2.99
C -0.238183 -2.184014 -0.841872 3.72 2.96 -0.78
C -0.187415 -0.355522 1.779554 2.26 -2.85 -1.49
C 1.316539 0.685155 -0.695796 0.96 -0.03 -1.01
Si -0.194410 -0.340565 -0.138065 -2.95 -1.91 0.63
I 3.189770 -0.438143 0.138977 -1.12 0.61 -0.87
H 1.471419 4.085808 0.894090 -0.19 -1.81 -0.72
H -1.859464 1.158201 -1.236236 -0.38 0.44 -0.47
H -2.548581 -0.436624 -1.250805 -1.32 -2.04 -1.59
H -2.530697 0.502713 0.239296 0.25 -0.29 -0.74
H -0.507156 -2.112192 -1.895317 -0.20 -0.15 0.01
H 0.860982 -2.445331 -0.825274 -1.01 -0.28 -0.11
H -0.762944 -2.918126 -0.337611 -1.27 -1.17 1.16
H 0.857517 -0.856974 1.940023 -1.72 0.95 0.23
H -0.176349 0.596803 2.208169 -0.06 1.46 0.79
H -0.916859 -1.042904 2.237307 0.09 0.46 -0.34
H 1.415311 0.803754 -1.822149 0.19 -0.68 1.32
```
Forces are in eV/Å.

***

Molecular formula: C6H11N
Method: DFT, ωB97M-V with the def2-TZVPD basis set

Results
- DFT total energy: -289.78241 Ha
- <S²>: 0.779
- Energy above the lowest of the compared OMol25 structures with the same formula, charge and spin: 71.12 kcal per mole
- Total charge: -1
- 2S+1: 2
- HOMO-LUMO gap (spin up / spin down): 5.6 / 5.7 eV

The geometry in XYZ format:
```
18
Properties=species:S:1:pos:R:3:forces:R:3
C -1.926858 -0.326685 -1.201610 1.41 0.61 0.86
C -1.439440 -0.105665 0.299868 0.13 -0.94 0.64
N 0.362693 -2.201202 -0.070453 0.38 -0.45 1.14
C 1.001895 -0.795411 -0.030653 -1.02 0.67 0.97
C 0.018184 0.279296 0.292225 0.80 -3.00 -0.18
C 0.535562 1.404138 0.877951 2.84 2.13 -0.30
C 1.850138 1.938427 0.611414 -3.15 0.45 2.00
H -1.743840 -1.371322 -1.391392 -0.20 -0.45 -0.25
H -2.931857 -0.035702 -1.506561 -0.08 0.08 0.33
H -1.158281 0.205665 -1.797129 -0.73 -0.05 -0.07
H -1.901720 0.760803 0.864088 -0.29 -1.24 -0.62
H -1.512292 -1.193033 0.821893 -0.18 2.53 -0.73
H 1.118907 -2.895681 0.026712 -0.05 0.44 0.02
H 2.034832 -0.539898 0.355812 -1.12 -0.93 -0.15
H 1.017291 -1.354057 -1.000744 0.48 0.87 -1.94
H -0.029672 1.940036 1.654736 -0.29 0.19 -0.74
H 2.106024 2.898082 1.061781 0.15 -0.34 0.13
H 2.598433 1.392212 0.132063 0.93 -0.58 -1.10
```
Forces are in eV/Å.

***

Molecular formula: C6H11N
Method: DFT, ωB97M-V with the def2-TZVPD basis set

Results
- Structure (SMILES): C/C=C/C/C=C/N
- DFT total energy: -289.84883 Ha
- Energy above the lowest of the compared OMol25 structures with the same formula, charge and spin: 77.09 kcal per mole
- HOMO-LUMO gap: 9.2 eV

The geometry in XYZ format:
```
18
Properties=species:S:1:pos:R:3:forces:R:3
C 0.005960 1.713979 -0.745485 -0.75 0.22 -1.24
C -1.116417 1.496874 -1.465804 1.93 -0.78 2.79
N -1.459934 2.179985 -2.646982 -0.88 -0.15 0.08
C 0.534260 0.845342 0.344275 1.73 -0.90 -1.42
C 0.112061 -0.591888 0.481662 3.36 -0.58 2.72
C 0.982009 -1.487183 1.114118 -1.90 2.53 -2.25
C 0.721751 -2.693086 1.911430 -0.33 -1.59 0.26
H 0.689794 2.559220 -0.911427 -0.46 -0.24 -0.52
H -1.727492 0.692244 -0.969023 0.09 0.60 -1.33
H -2.066270 2.965094 -2.438511 0.07 0.28 -0.01
H -2.066579 1.525765 -3.115449 -0.18 0.07 -0.72
H 0.431611 1.467153 1.249940 0.68 -0.82 0.15
H 1.609525 0.592763 -0.004871 -0.88 1.45 1.18
H -0.699298 -0.922346 -0.017214 -3.57 -1.03 -0.41
H 2.003734 -1.271533 0.820522 0.55 0.38 1.33
H 1.237078 -2.526408 2.909955 -0.56 -0.55 -1.12
H -0.354675 -2.981270 2.116779 1.12 0.77 -0.34
H 1.162880 -3.564698 1.366088 -0.03 0.35 0.85
```
Forces are in eV/Å.

***

Molecular formula: C6H11N
Method: DFT, ωB97M-V with the def2-TZVPD basis set

Results
- Structure (SMILES): C=C/C(=C/C)NC
- DFT total energy: -289.83056 Ha
- Energy above the lowest of the compared OMol25 structures with the same formula, charge and spin: 88.55 kcal per mole
- HOMO-LUMO gap: 7.9 eV

The geometry in XYZ format:
```
18
Properties=species:S:1:pos:R:3:forces:R:3
C 1.572010 -1.832746 -0.192859 -0.76 -1.12 4.81
N 1.065533 -0.655227 0.455721 1.99 0.05 0.99
C -0.047208 -0.062710 -0.052510 1.52 1.36 -0.47
C -0.684326 0.948798 0.621795 -1.47 -1.95 -1.44
C -0.526077 1.638715 1.940525 3.04 0.90 -2.88
C -1.214554 0.479219 -2.090167 -0.61 -1.74 -0.26
C -0.353666 -0.440205 -1.494591 -2.61 3.68 1.58
H 1.939142 -1.676732 -1.114202 1.21 0.30 -3.36
H 2.289701 -2.363540 0.449959 0.41 0.73 -0.23
H 0.770733 -2.532327 -0.078831 -0.68 -0.89 -1.18
H 1.525450 -0.347309 1.316253 -0.74 -0.15 -0.67
H -1.670610 1.024498 0.222330 -0.56 0.67 -0.37
H 0.628101 1.827769 1.992262 -2.08 0.28 0.62
H -1.136246 2.544412 1.751716 0.72 -0.20 1.04
H -0.843563 1.038420 2.730683 -0.60 -0.73 1.60
H -2.188262 0.193080 -2.616826 2.10 0.19 -0.44
H -1.123927 1.537204 -1.886317 -0.32 -0.13 0.72
H -0.002231 -1.321315 -1.954943 -0.55 -1.24 -0.05
```
Forces are in eV/Å.

***

Molecular formula: C6H11N
Method: DFT, ωB97M-V with the def2-TZVPD basis set

Results
- Structure (SMILES): C[C@@]12CCN[C@H]1C2
- DFT total energy: -289.81085 Ha
- Energy above the lowest of the compared OMol25 structures with the same formula, charge and spin: 100.92 kcal per mole
- HOMO-LUMO gap: 9.3 eV

The geometry in XYZ format:
```
18
Properties=species:S:1:pos:R:3:forces:R:3
C 0.671427 -1.221288 0.849960 1.90 -1.06 0.25
C -0.528085 -0.503292 0.308027 -0.81 0.94 -0.15
C -0.555641 0.914749 0.871346 1.65 0.67 2.06
C 0.671598 1.605299 -0.033623 -1.96 0.57 -0.66
C -0.426302 0.033899 -1.086810 -1.51 -1.19 -1.45
C -1.174664 -1.297715 -0.885539 -1.00 2.06 -0.43
H 0.978726 -2.103123 0.220277 -0.10 1.00 0.21
H 1.612229 -0.534241 0.981500 -1.75 -1.29 -0.03
H 0.438350 -1.743494 1.815407 0.18 0.92 -0.51
H -1.451575 1.495430 0.780632 -0.55 0.06 -0.44
H -0.284932 0.998707 1.962279 -0.13 -0.27 -0.84
H 0.410658 2.623421 -0.390038 -0.27 -0.50 0.45
H 1.627095 1.715085 0.402324 0.95 -0.11 0.97
H 1.521443 0.014106 -1.024136 -0.75 1.66 -0.69
H -1.206431 0.799006 -1.265477 0.07 -0.73 0.16
H -0.866272 -2.303764 -0.997932 1.00 -0.65 0.03
H -2.228358 -1.255907 -1.254022 0.77 0.36 0.77
N 0.790733 0.763122 -1.254175 2.31 -2.44 0.29
```
Forces are in eV/Å.

***

Molecular formula: C6H11N
Method: DFT, ωB97M-V with the def2-TZVPD basis set

Results
- Structure (SMILES): C=C/C(=C\N)CC
- DFT total energy: -289.92846 Ha
- Energy above the lowest of the compared OMol25 structures with the same formula, charge and spin: 27.13 kcal per mole
- HOMO-LUMO gap: 8.7 eV

The geometry in XYZ format:
```
18
Properties=species:S:1:pos:R:3:forces:R:3
C 0.209050 1.053979 -1.921347 0.61 0.53 -1.25
C -0.673280 1.013403 -0.671172 0.86 -0.51 -0.17
N 0.786828 0.021241 2.729238 0.20 0.49 -0.72
C 0.279820 0.659511 1.600223 -0.12 -0.14 -0.67
C -0.063796 0.135807 0.397225 -0.75 -0.11 1.28
C -0.105308 -1.318679 0.260170 0.25 -0.30 -0.38
C -0.298251 -2.039995 -0.846830 0.08 0.41 -0.06
H 0.003974 0.336066 -2.719848 -0.46 -0.21 0.35
H 1.274059 0.898635 -1.737701 -0.05 0.01 0.52
H 0.181172 2.010916 -2.457082 -0.27 0.07 0.29
H -1.658236 0.617347 -0.921128 -0.09 0.07 -0.02
H -0.801919 2.018324 -0.273080 -0.01 0.06 0.00
H 0.450390 0.398748 3.583920 -0.08 0.20 0.61
H 0.860608 -0.971194 2.736809 -0.09 -0.48 -0.10
H 0.211900 1.734412 1.722289 -0.06 0.05 0.08
H 0.041236 -1.890097 1.166012 0.16 -0.05 0.20
H -0.223107 -3.117313 -0.848309 -0.22 -0.05 0.13
H -0.475140 -1.561110 -1.799391 0.04 -0.05 -0.08
```
Forces are in eV/Å.

***

- The highest energy above the lowest of the compared OMol25 structures with the same formula, charge and spin belongs to which entry?
  number 9

***

- energy above the lowest of the compared OMol25 structures with the same formula, charge and spin of number 2 (C6H11IO2S)?
  2.18 kcal per mole

***

- The highest energy above the lowest of the compared OMol25 structures with the same formula, charge and spin belongs to which entry?
  number 9